Formula: C21H32FN3O2S
Source: the OMol25 dataset
Level of theory: the ωB97M-V functional and the def2-TZVPD basis

```
60
C21H32FN3O2S | the OMol25 dataset | the ωB97M-V functional and the def2-TZVPD basis
C -4.841 -2.214 -1.072
C -4.326 -0.953 -0.397
O -3.938 -0.038 -1.403
C -3.198 1.065 -0.944
C -4.001 2.037 -0.070
C -3.238 3.337 0.174
N -1.965 3.087 0.813
C -0.794 3.408 0.241
O -0.678 4.047 -0.785
C 0.429 2.846 0.985
N 0.791 1.571 0.409
C 0.224 0.400 0.775
N 0.592 -0.715 0.102
C 1.609 -0.656 -0.926
C 2.949 -0.150 -0.441
C 3.343 -0.201 0.889
C 4.588 0.260 1.279
C 5.468 0.779 0.345
C 5.103 0.837 -0.989
C 3.855 0.373 -1.356
F 3.497 0.434 -2.660
H 5.764 1.235 -1.742
H 6.438 1.139 0.651
H 4.871 0.213 2.320
H 2.663 -0.597 1.626
H 1.269 -0.045 -1.775
H 1.750 -1.668 -1.309
C -0.035 -2.001 0.381
C -0.732 -2.575 -0.855
C -1.466 -3.859 -0.476
C -0.492 -4.878 0.105
C 0.214 -4.301 1.327
C 0.951 -3.013 0.967
H 1.414 -2.594 1.863
H 1.744 -3.236 0.250
H 0.923 -5.027 1.729
H -0.523 -4.087 2.104
H -1.029 -5.787 0.383
H 0.249 -5.147 -0.651
H -2.238 -3.632 0.262
H -1.958 -4.273 -1.358
H -1.435 -1.841 -1.254
H -0.005 -2.804 -1.637
H -0.799 -1.800 1.140
S -0.835 0.347 2.064
H 1.231 1.635 -0.496
H 1.272 3.527 0.854
H 0.220 2.707 2.047
H -1.960 2.437 1.591
H -3.024 3.848 -0.768
H -3.836 4.000 0.809
H -4.219 1.567 0.892
H -4.945 2.262 -0.567
H -2.317 0.714 -0.385
H -2.860 1.578 -1.848
H -3.464 -1.182 0.248
H -5.116 -0.521 0.233
H -5.140 -2.942 -0.323
H -5.697 -1.971 -1.696
H -4.068 -2.643 -1.702
```

## Properties
**Energy relative to the best compared isomer or geometry (same formula, charge and spin)**: 0.0 kcal/mol
**Structure (SMILES)**: CCOCCCNC(=O)CNC(=S)N(Cc1ccccc1F)C1CCCCC1
**Charge**: 0
**HOMO-LUMO gap**: 0.3329 Eh
**DFT total energy**: -1632.249083 Ha
**E_HOMO**: -8.40 eV

=====

Formula: C21H32N2O3
Source: the OMol25 dataset
Level of theory: the ωB97M-V functional and the def2-TZVPD basis

```
58
C21H32N2O3 | the OMol25 dataset | the ωB97M-V functional and the def2-TZVPD basis
C -5.765 -0.965 -2.649
C -5.479 -1.496 -1.248
O -4.424 -0.806 -0.608
C -4.630 0.467 -0.138
C -5.855 1.105 -0.041
C -5.934 2.389 0.479
C -4.795 3.044 0.902
C -3.561 2.419 0.812
C -3.468 1.137 0.296
N -2.263 0.437 0.170
C -1.014 0.813 0.522
O -0.704 1.879 1.015
C 0.030 -0.282 0.276
N 1.330 0.342 0.241
C 2.199 0.139 -0.772
O 1.987 -0.685 -1.642
C 3.463 0.996 -0.756
C 4.587 0.222 -1.453
C 5.854 1.061 -1.555
C 6.311 1.494 -0.166
C 5.202 2.276 0.529
C 3.921 1.448 0.632
H 3.159 2.062 1.117
H 4.102 0.571 1.257
H 5.525 2.572 1.530
H 4.995 3.187 -0.038
H 7.209 2.111 -0.240
H 6.559 0.610 0.426
H 6.640 0.483 -2.045
H 5.659 1.946 -2.166
H 4.246 -0.084 -2.443
H 4.794 -0.686 -0.881
H 3.232 1.887 -1.356
H 1.418 1.140 0.853
C -0.071 -1.308 1.420
H -1.075 -1.739 1.422
H 0.067 -0.775 2.364
C 0.963 -2.437 1.327
C 0.776 -3.272 0.064
H 1.023 -2.691 -0.821
H 1.436 -4.136 0.088
H -0.249 -3.628 -0.014
C 0.857 -3.318 2.571
H 1.001 -2.732 3.476
H 1.611 -4.101 2.547
H -0.123 -3.789 2.619
H 1.961 -1.988 1.301
H -0.130 -0.768 -0.691
H -2.385 -0.478 -0.245
H -2.664 2.918 1.138
H -4.858 4.043 1.303
H -6.898 2.871 0.547
H -6.761 0.615 -0.361
H -5.125 -2.530 -1.306
H -6.384 -1.479 -0.629
H -6.547 -1.559 -3.112
H -6.084 0.074 -2.611
H -4.867 -1.026 -3.259
```

## Properties
**Energy relative to the best compared isomer or geometry (same formula, charge and spin)**: 2.0 kcal/mol
**Structure (SMILES)**: CCOc1ccccc1NC(=O)[C@H](CC(C)C)NC(=O)C1CCCCC1
**Charge**: 0
**HOMO-LUMO gap**: 0.3313 Eh
**DFT total energy**: -1154.700332 Ha
**E_HOMO**: -8.31 eV